[1]
{
  "formula": "C26H36N6ORbS2",
  "method": "the ωB97M-V functional and the def2-TZVPD basis",
  "symbols": ["Rb", "C", "C", "N", "C", "C", "C", "C", "C", "C", "C", "N", "C", "C", "N", "N", "H", "H", "H", "H", "H", "H", "H", "H", "H", "H", "H", "H", "H", "H", "H", "H", "H", "H", "C", "N", "C", "N", "S", "H", "H", "H", "H", "H", "H", "O", "S", "C", "C", "C", "C", "C", "C", "C", "C", "C", "C", "C", "C", "H", "H", "H", "H", "H", "H", "H", "H", "H", "H", "C", "H", "H"],
  "coordinates": [[-0.16039, -0.41290, 0.52789], [1.97074, 2.25445, -1.68375], [0.86850, 3.14197, -1.11305], [0.46605, 2.69485, 0.20973], [-0.73903, 3.32772, 0.70788], [-1.99607, 2.68981, 0.13694], [-3.26638, 3.09146, 0.53070], [-4.35966, 2.41326, 0.02150], [-4.15954, 1.36593, -0.86072], [-2.85634, 1.04374, -1.21702], [-2.55018, -0.11031, -2.16272], [-1.12397, -0.28470, -2.35861], [-0.52646, 0.64707, -3.30385], [1.00032, 0.58722, -3.23959], [1.54580, 0.88654, -1.92541], [-1.81083, 1.70400, -0.73418], [2.79560, 2.23420, -0.96658], [2.34565, 2.73110, -2.60382], [-0.00441, 3.08986, -1.76480], [1.21995, 4.18628, -1.11197], [1.21988, 2.82828, 0.87291], [-0.76960, 4.41049, 0.50331], [-0.76399, 3.20601, 1.79397], [-3.39356, 3.90409, 1.23560], [-5.36212, 2.68680, 0.32770], [-4.99616, 0.79962, -1.25279], [-3.09272, 0.06162, -3.10679], [-2.95653, -1.02327, -1.72066], [-0.91736, -1.23528, -2.64341], [-0.87178, 1.65020, -3.05384], [-0.83329, 0.43976, -4.34198], [1.40524, 1.26378, -4.00863], [1.30216, -0.42656, -3.50655], [2.29084, 0.24281, -1.70451], [3.21060, -6.17822, -1.60078], [2.85224, -4.82842, -2.01480], [1.58577, -4.37403, -2.06716], [0.70438, -5.00572, -1.24511], [1.14972, -3.09723, -3.04051], [3.98824, -6.56097, -2.25753], [2.34827, -6.83963, -1.66694], [3.59034, -6.19966, -0.57822], [3.44023, -4.38676, -2.70192], [1.09437, -5.37071, -0.38711], [-0.14086, -4.47579, -1.09535], [-2.14215, -1.34258, 1.99626], [-1.18006, -2.02897, 2.95868], [-2.15857, -2.29999, 4.45853], [-3.09598, -1.38026, 4.91537], [-3.73700, -1.58936, 6.12612], [-3.45947, -2.72190, 6.88622], [-2.53421, -3.64713, 6.42124], [-1.88727, -3.43727, 5.20997], [-0.05556, -0.88511, 3.56385], [1.38907, -1.35116, 3.70038], [2.06955, -0.52898, 4.77961], [1.66106, 0.72165, 5.09430], [0.39653, 1.25186, 4.62029], [-0.45162, 0.40632, 3.94647], [-3.32366, -0.51202, 4.30794], [-4.46505, -0.86925, 6.48299], [-3.96878, -2.88696, 7.82797], [-2.32177, -4.53909, 6.99971], [-1.15856, -4.14999, 4.83768], [1.41155, -2.41665, 3.95639], [2.99244, -0.92505, 5.19249], [2.27612, 1.33864, 5.74441], [0.07616, 2.25071, 4.89570], [-1.46871, 0.73003, 3.72744], [2.24952, -1.15174, 2.43634], [2.50080, -0.08801, 2.31627], [3.18310, -1.72460, 2.51892]],
  "forces_ev_per_angstrom": [[0.91, 0.42, -0.51], [-0.16, 0.00, 0.04], [0.01, -0.20, 0.03], [0.01, 0.22, 0.10], [-0.03, -0.09, -0.01], [0.10, 0.00, -0.02], [0.05, 0.08, 0.06], [-0.03, 0.00, 0.02], [-0.04, -0.05, -0.07], [0.00, -0.04, -0.06], [0.12, 0.14, 0.01], [-0.19, -0.15, -0.30], [0.10, -0.02, 0.17], [-0.16, 0.05, 0.14], [0.22, -0.04, -0.11], [-0.20, 0.06, 0.03], [0.02, -0.01, -0.01], [0.06, 0.00, -0.02], [0.00, 0.05, 0.02], [-0.01, 0.06, -0.02], [-0.01, -0.08, 0.03], [-0.03, 0.05, 0.01], [0.00, -0.01, 0.00], [0.03, -0.02, 0.01], [0.01, -0.01, -0.01], [0.03, 0.00, -0.01], [-0.07, -0.02, 0.00], [-0.01, 0.00, 0.00], [0.00, -0.03, 0.04], [-0.01, 0.00, 0.00], [-0.05, 0.04, -0.04], [0.01, 0.00, -0.04], [0.06, 0.01, -0.02], [-0.03, -0.03, 0.06], [0.04, 0.14, 0.21], [0.05, -0.31, -0.56], [0.02, 0.13, 0.49], [-0.03, 0.13, 0.14], [-0.08, 0.07, -0.24], [0.02, 0.02, -0.02], [-0.03, -0.01, -0.05], [-0.01, 0.02, 0.04], [0.07, 0.03, 0.08], [-0.05, -0.04, 0.03], [-0.04, -0.07, -0.05], [-0.61, -0.34, 0.17], [0.32, 0.50, 0.99], [-0.26, -0.14, -0.14], [-0.11, 0.03, -0.04], [0.00, -0.01, 0.00], [0.02, -0.02, -0.03], [0.00, 0.00, -0.03], [-0.02, 0.02, -0.01], [-0.08, -0.57, -0.03], [0.70, 0.53, -0.39], [-0.44, 0.07, 0.13], [-0.06, -0.08, 0.01], [0.04, -0.06, 0.01], [-0.02, 0.02, 0.06], [0.01, -0.04, 0.00], [0.01, 0.01, -0.02], [0.01, 0.02, 0.01], [0.01, 0.01, 0.00], [-0.01, 0.00, 0.04], [0.05, -0.01, 0.06], [0.01, 0.00, -0.01], [-0.01, 0.02, 0.01], [0.02, -0.01, 0.02], [0.07, 0.04, -0.11], [-0.36, -0.55, -0.31], [0.02, 0.02, 0.04], [0.05, 0.08, 0.00]],
  "charge": -1,
  "gap_ha": 0.12210,
  "relative_energy_kj_mol": 384.7
}

[2]
{
  "formula": "C23H65AlF2N6O15S2",
  "method": "the ωB97M-V functional and the def2-TZVPD basis",
  "symbols": ["Al", "N", "S", "O", "O", "F", "S", "O", "O", "F", "C", "O", "H", "H", "H", "N", "O", "O", "O", "C", "C", "C", "O", "C", "N", "H", "H", "H", "H", "H", "H", "H", "H", "H", "H", "H", "C", "C", "C", "O", "C", "N", "H", "H", "H", "H", "H", "H", "H", "H", "H", "H", "H", "C", "C", "C", "O", "C", "N", "H", "H", "H", "H", "H", "H", "H", "H", "H", "H", "H", "C", "C", "C", "O", "C", "N", "H", "H", "H", "H", "H", "H", "H", "H", "H", "H", "H", "C", "C", "O", "H", "H", "H", "H", "H", "H", "C", "C", "O", "H", "H", "H", "H", "H", "H", "C", "C", "O", "H", "H", "H", "H", "H", "H"],
  "coordinates": [[1.93240, -2.33698, 0.69105], [-0.06891, -0.36528, 1.11073], [-1.44089, -0.51955, 1.47723], [-2.41194, -0.51161, 0.35763], [-1.85025, -0.19516, 2.80547], [-1.30656, -2.16507, 1.49899], [-0.21098, 1.24891, 0.80792], [-0.82761, 2.14506, 1.82554], [-0.40424, 1.47749, -0.65261], [1.33969, 1.49687, 0.93103], [1.16145, -1.89340, 4.35785], [2.02372, -2.86725, 3.86668], [0.77322, -2.34071, 5.27289], [1.59993, -0.92996, 4.61786], [0.31888, -1.59581, 3.73365], [-0.12010, -5.87571, 2.39122], [0.07160, -4.77814, 1.84744], [0.70188, -6.31312, 3.17560], [-1.08936, -6.58487, 2.08527], [3.90663, 1.12848, -2.75051], [3.28828, -0.14552, -2.15118], [3.94773, -1.50441, -2.40686], [3.31067, -2.70018, -1.87597], [3.82475, -3.96261, -2.48949], [2.96925, 0.03274, -0.78237], [3.35713, 1.99464, -2.38182], [3.87327, 1.15807, -3.83959], [4.96152, 1.23583, -2.49796], [2.31415, -0.21888, -2.63471], [5.00401, -1.50612, -2.13783], [4.14482, -1.53743, -3.47839], [3.64742, -3.88434, -3.56212], [3.38977, -4.76804, -1.89773], [4.89720, -4.10094, -2.35233], [2.99309, 1.03796, -0.68709], [3.74903, -0.23723, -0.19999], [-1.80444, -1.99705, -2.97458], [-0.86816, -2.48445, -1.86789], [-0.29463, -3.79669, -2.17651], [0.59432, -4.27719, -1.09180], [0.61875, -5.74104, -1.00369], [0.20188, -1.48190, -1.71885], [-2.30087, -1.08455, -2.64441], [-2.63150, -2.67463, -3.18662], [-1.17319, -1.84759, -3.85053], [-1.30895, -2.67612, -0.88959], [0.27384, -3.73483, -3.10448], [-1.07022, -4.53266, -2.38840], [0.87841, -6.22341, -1.94603], [-0.40314, -6.10006, -0.88142], [1.30845, -6.12214, -0.25058], [-0.15271, -0.57041, -1.46675], [0.45247, -1.24872, -2.66908], [-3.45808, -4.50504, -0.09917], [-4.48944, -4.38527, 1.00017], [-5.76690, -5.31325, 0.68936], [-6.66789, -4.61246, -0.24199], [-7.58363, -3.71331, 0.34811], [-3.77983, -4.69012, 2.23110], [-3.09451, -5.52617, -0.21405], [-2.54017, -3.97856, 0.16230], [-3.95712, -4.19149, -1.01609], [-4.71734, -3.32235, 1.07984], [-6.15572, -5.72775, 1.61947], [-5.37756, -6.20526, 0.19863], [-8.01103, -3.14791, -0.47999], [-7.10099, -3.00800, 1.02465], [-8.37813, -4.19333, 0.91947], [-3.55036, -5.66683, 2.34718], [-2.88780, -4.23157, 2.11231], [2.13591, 8.97232, 0.90462], [1.47845, 8.05997, -0.12351], [0.95546, 6.78029, 0.39404], [0.60885, 6.08153, -0.84819], [0.10995, 4.78805, -0.62307], [0.42025, 8.76880, -0.86234], [1.46394, 9.19033, 1.73470], [2.51381, 9.86203, 0.40092], [2.92275, 8.45215, 1.45088], [2.08819, 7.75948, -0.97558], [0.13458, 6.84886, 1.10787], [1.72528, 6.18000, 0.87894], [0.81005, 4.27473, 0.03608], [-0.09735, 4.22092, -1.53053], [-0.84159, 4.93586, -0.11236], [0.04157, 8.11928, -1.53675], [-0.28379, 9.26828, -0.33798], [3.88209, 3.63280, 0.58986], [4.63721, 4.97193, 0.24962], [5.80791, 4.90770, 1.03074], [4.45226, 2.80796, 0.16249], [2.91420, 3.66609, 0.08968], [3.68406, 3.42915, 1.64220], [4.16539, 5.95195, 0.32060], [4.89428, 5.09592, -0.80235], [5.41197, 5.29983, 1.81245], [-0.08241, 1.95690, -5.22133], [0.26735, 1.29470, -3.98807], [0.71637, -0.01486, -4.35220], [0.76376, 2.23910, -5.84780], [-0.63370, 2.83984, -4.89792], [-0.72371, 1.38299, -5.89026], [-0.57685, 1.03358, -3.34991], [0.96329, 1.80222, -3.32010], [1.47110, 0.04343, -4.94262], [-2.54455, 0.93800, 7.00559], [-2.98336, 0.80905, 5.51879], [-4.30696, 1.34968, 5.60077], [-3.17270, 0.27009, 7.59501], [-2.55520, 1.91899, 7.48061], [-1.50806, 0.60071, 7.00090], [-3.03323, -0.24774, 5.25646], [-2.41729, 1.38374, 4.78571], [-4.25418, 1.96758, 4.86796]],
  "forces_ev_per_angstrom": [[-1.25, 0.11, -1.03], [7.19, 4.20, -1.62], [-12.35, -8.22, 0.93], [1.54, 1.75, 2.10], [0.11, 0.22, -0.41], [0.24, -0.08, 0.91], [2.15, 4.54, -2.86], [1.52, -2.74, -2.93], [-0.14, -0.35, 3.52], [0.21, 0.54, 0.58], [1.32, 0.05, -1.07], [-1.19, 1.55, -0.53], [-0.49, -0.41, 0.55], [0.79, -0.13, 0.38], [-0.61, -0.90, -0.29], [-0.23, -1.52, -0.35], [-0.30, 0.80, -0.34], [0.76, 0.18, 0.72], [-0.05, 0.91, -0.14], [0.83, -0.79, -0.28], [-1.37, -1.21, -1.51], [1.43, -0.13, -0.77], [0.64, 0.27, -0.56], [-0.01, 1.74, 0.99], [0.49, 0.10, 1.97], [-0.01, -0.01, 0.01], [-0.19, -0.15, -0.07], [0.09, 0.11, 0.26], [-0.08, -0.12, -0.23], [0.27, 0.12, 1.09], [-0.92, -0.55, -0.59], [-0.45, -0.56, 0.11], [-0.58, 0.08, -0.66], [0.27, 0.53, 0.12], [-0.84, 0.26, 0.85], [0.58, -0.14, 0.13], [-0.40, -0.45, 0.73], [-0.43, 0.98, 1.02], [1.71, -1.67, -0.23], [-0.33, -0.62, -0.59], [-0.80, 0.67, -0.85], [0.38, -0.43, 0.31], [0.31, 0.25, -0.14], [0.17, -0.30, -0.14], [-0.35, 0.20, -0.24], [-0.57, 0.77, -0.05], [0.51, -0.08, -0.14], [-0.22, -0.08, 0.44], [0.56, 0.42, -0.41], [-0.04, 0.04, 0.79], [-0.24, 0.54, 0.21], [-0.56, 0.08, 0.89], [0.91, -0.34, -0.49], [-0.36, -0.35, -0.84], [0.03, -0.99, -0.16], [1.43, 1.78, -0.36], [0.85, -1.41, 1.29], [0.28, 0.23, 0.00], [-0.52, -0.07, 1.00], [-0.36, -0.37, -0.01], [-0.28, 0.61, -0.29], [0.59, 0.22, -0.43], [-0.74, -0.03, -0.12], [-0.86, 0.68, 0.15], [-0.15, 0.16, -0.57], [-0.11, -0.04, 0.09], [0.23, 0.11, 0.05], [-0.09, -0.33, -0.08], [-0.08, -0.28, -0.20], [0.24, 0.08, 0.50], [0.10, -0.79, -0.01], [-0.91, 1.48, -0.55], [0.10, -1.87, -0.98], [0.25, 0.42, 0.41], [-0.53, 0.51, 0.85], [0.53, 0.47, -0.23], [-0.46, 0.49, -0.33], [-0.06, 0.03, 0.35], [0.49, -0.03, -0.40], [0.98, 0.13, 0.48], [-0.45, 0.16, -0.23], [0.32, -0.09, 0.20], [-0.13, -0.53, 0.00], [0.40, 0.30, -0.14], [-0.23, -0.61, 0.27], [-0.42, 0.23, 0.12], [-0.01, -0.36, 0.22], [-0.67, 1.43, -1.46], [-0.14, -1.39, -0.65], [0.07, 1.08, 0.33], [0.14, 0.05, 0.12], [-0.21, -0.26, -0.06], [0.30, 0.40, 0.06], [-0.86, -0.17, 1.06], [0.32, -1.06, -0.29], [1.06, -0.08, 0.84], [-1.02, 2.05, -1.18], [0.09, -2.44, 1.01], [0.76, -0.91, 0.48], [0.26, 0.23, 0.27], [-0.01, 0.49, -0.63], [-0.18, -0.25, 0.43], [-0.35, 0.51, -0.11], [0.32, 0.24, -0.25], [0.08, 0.13, -0.12], [1.27, -0.83, -1.14], [-0.76, 0.60, 2.60], [-0.14, 0.32, -1.50], [0.14, -0.03, 0.00], [-0.27, 0.18, -0.59], [0.21, -0.28, 0.65], [0.21, 0.05, -0.23], [0.37, -0.26, 0.21], [-1.05, 0.24, 0.02]],
  "gap_ha": 0.09977
}

[3]
{
  "formula": "CH10O5",
  "method": "the ωB97M-V functional and the def2-TZVPD basis",
  "symbols": ["C", "O", "H", "H", "O", "H", "H", "O", "H", "H", "O", "H", "H", "O", "H", "H"],
  "coordinates": [[-0.41690, 2.06449, -0.11683], [0.61099, 2.66262, 0.03209], [-1.33810, 2.46067, -0.56834], [-0.48701, 0.99527, 0.15592], [0.39649, 0.18256, 2.68755], [0.62394, 0.92498, 2.11055], [0.60071, 0.52489, 3.57370], [-0.63005, -1.74405, 0.79672], [-0.57523, -1.00023, 1.41996], [-0.22006, -2.50687, 1.21360], [-0.71463, 0.71529, -2.26396], [-0.24540, -0.04039, -1.88570], [-0.14706, 0.97487, -2.99724], [0.92720, -1.75140, -1.60231], [0.32720, -1.82901, -0.83239], [1.28790, -2.63366, -1.72331]],
  "forces_ev_per_angstrom": [[-0.14, -0.73, -0.24], [0.07, 0.39, 0.20], [0.12, 0.36, 0.11], [-0.14, 0.07, 0.18], [0.16, 0.54, 0.31], [0.09, -0.08, -0.06], [-0.20, -0.33, -0.34], [-0.23, 0.09, -0.35], [0.25, -0.44, 0.12], [0.00, 0.19, 0.31], [0.12, -0.05, -0.09], [0.01, -0.16, -0.24], [-0.06, 0.04, -0.03], [-0.30, 0.00, 0.33], [0.24, 0.06, -0.09], [0.01, 0.04, -0.13]],
  "gap_ha": 0.38191,
  "relative_energy_kj_mol": 32.8,
  "smiles": "C=O.O.O.O.O"
}

Number 1: highest occupied orbital energy -1.32 eV. Number 2: highest occupied orbital energy -8.36 eV. Number 3: highest occupied orbital energy -9.93 eV.